A structure of composition BrTi2. Source: the OMol25 dataset; level of theory: ωB97M-V with the def2-TZVPD basis set.

Values from the calculation:
* LUMO level (alpha / beta): -4.196 / -4.277 eV
* net charge: +1
* HOMO energy (alpha / beta): -10.971 / -14.507 eV
* expectation value of S²: 12.004
* Kohn-Sham gap (alpha / beta): 6.78 / 10.23 eV
* spin multiplicity: 7

Positions of all 3 atoms, in Å:
Ti -1.832 1.385 -0.387
Ti 1.117 -1.812 0.873
Br 0.715 0.427 -0.485

---

A cluster of 2 separate species, C6H14N2O in total in a non-equilibrium geometry. Source: the OMol25 dataset; level of theory: ωB97M-V with the def2-TZVPD basis set.

Values from the calculation:
* LUMO level: 0.746 eV
* HOMO energy: -7.953 eV
* Kohn-Sham gap: 8.70 eV
* SMILES string: CC(=O)CN.CC(C)=N

Positions of all 23 atoms, in Å:
C 2.277 0.351 -1.117
C 1.072 -1.748 0.101
C 1.137 -0.236 0.112
N 2.307 1.748 -0.953
O 1.306 0.394 1.152
H 2.257 1.943 0.057
H 1.466 2.165 -1.351
H 3.218 -0.113 -0.818
H 1.919 0.030 -2.092
H 2.047 -2.172 -0.104
H 0.734 -2.144 1.061
H 0.384 -2.070 -0.684
C -2.487 -0.901 0.216
C -1.569 1.217 1.292
C -1.508 0.238 0.169
N -0.736 0.515 -0.846
H -0.890 -0.086 -1.654
H -0.783 0.987 2.014
H -3.510 -0.510 0.204
H -2.377 -1.571 -0.641
H -2.364 -1.467 1.147
H -1.385 2.238 0.926
H -2.514 1.192 1.808

---

The molecule C5H13ClO2Si in a non-equilibrium geometry. Source: the OMol25 dataset; level of theory: ωB97M-V with the def2-TZVPD basis set.

Values from the calculation:
* LUMO level: 0.858 eV
* HOMO energy: -9.923 eV
* Kohn-Sham gap: 10.78 eV
* SMILES string: CO[Si](C)(CCCl)OC

Positions of all 22 atoms, in Å:
Cl 0.825 -0.504 3.121
O -0.038 -1.428 -0.486
O 0.619 1.254 -0.742
C 1.024 -1.781 0.354
C 1.614 0.741 -1.700
C -0.014 0.852 2.263
C -1.912 0.174 -1.683
C -1.199 0.455 1.335
Si -0.540 0.157 -0.442
H 1.691 -2.404 -0.232
H 0.506 -2.353 1.168
H 1.623 -1.013 1.032
H 1.050 0.980 -2.637
H 1.593 -0.413 -1.518
H 2.644 1.076 -1.584
H 0.745 1.320 1.597
H -0.200 1.588 3.043
H -2.721 0.827 -1.371
H -2.191 -0.921 -1.852
H -1.415 0.509 -2.572
H -1.894 1.291 1.284
H -1.810 -0.407 1.622

---

A cluster of 2 separate species, C3H10NO2 in total in a non-equilibrium geometry. Source: the OMol25 dataset; level of theory: ωB97M-V with the def2-TZVPD basis set.

Values from the calculation:
* LUMO level (alpha / beta): 0.424 / 0.314 eV
* HOMO energy (alpha / beta): -4.538 / -7.569 eV
* expectation value of S²: 0.753
* Kohn-Sham gap (alpha / beta): 4.96 / 7.88 eV
* spin multiplicity: 2

Positions of all 16 atoms, in Å:
O -1.601 -0.556 -0.724
C -1.747 -0.062 0.403
C -0.645 0.776 0.998
N 0.475 -0.236 0.832
C 1.755 0.486 1.135
H -2.706 0.340 0.720
H -1.075 1.090 2.000
H -0.176 1.652 0.453
H 0.533 -0.465 -0.158
H 0.474 -1.086 1.363
H 1.944 1.300 0.513
H 1.708 0.782 2.239
H 2.640 -0.184 1.226
H 1.776 -0.008 -2.429
H 0.522 -0.608 -3.101
O 0.959 -0.488 -2.259

---

The molecule C4H4O2. Source: the OMol25 dataset; level of theory: ωB97M-V with the def2-TZVPD basis set.

Values from the calculation:
* LUMO level: 0.917 eV
* HOMO energy: -10.576 eV
* Kohn-Sham gap: 11.49 eV
* SMILES string: C#CCOC=O

Positions of all 10 atoms, in Å:
O -2.185 -0.150 -0.869
C -1.637 -0.504 0.134
O -0.767 0.234 0.848
C 0.158 1.020 0.083
C 1.288 0.104 -0.136
C 2.052 -0.826 -0.207
H -1.762 -1.495 0.586
H -0.296 1.368 -0.852
H 0.415 1.895 0.687
H 2.734 -1.646 -0.274

---

A cluster of 2 separate species, C2H4ClP in total in a non-equilibrium geometry. Source: the OMol25 dataset; level of theory: ωB97M-V with the def2-TZVPD basis set.

Values from the calculation:
* LUMO level (alpha / beta): -1.631 / -1.640 eV
* HOMO energy (alpha / beta): -9.074 / -9.072 eV
* Kohn-Sham gap (alpha / beta): 7.44 / 7.43 eV

Positions of all 8 atoms, in Å:
C 1.078 -0.124 -0.252
C 0.568 -1.032 0.593
P -3.215 2.229 -1.016
Cl 1.545 -2.033 1.615
H 0.362 0.451 -0.867
H -2.006 1.610 -0.368
H -0.516 -1.051 0.785
H 2.184 -0.051 -0.490

---

A structure of composition C2H11O4 in a non-equilibrium geometry. Source: the OMol25 dataset; level of theory: ωB97M-V with the def2-TZVPD basis set.

Values from the calculation:
* LUMO level: 3.973 eV
* net charge: -1
* HOMO energy: -4.553 eV
* Kohn-Sham gap: 8.53 eV

Positions of all 17 atoms, in Å:
C 0.488 0.375 0.246
O -0.796 0.467 -0.257
C 1.060 1.768 0.589
H 1.198 -0.101 -0.443
H 0.487 -0.164 1.220
H 2.032 1.611 1.079
H 0.407 2.396 1.187
H 1.277 2.292 -0.351
H -2.963 -0.888 1.160
H -1.543 -0.315 0.293
O -2.188 -1.205 0.713
H 0.607 -2.357 1.073
H -0.503 -3.109 0.544
O 0.367 -3.280 0.925
H 0.484 1.295 -3.073
H -0.239 0.609 -1.962
O -0.175 0.605 -2.942

---

A cluster of 10 separate species, C34H74O10 in total in a non-equilibrium geometry. Source: the OMol25 dataset; level of theory: ωB97M-V with the def2-TZVPD basis set.

Values from the calculation:
* LUMO level: 0.388 eV
* HOMO energy: -9.285 eV
* Kohn-Sham gap: 9.67 eV
* SMILES string: C1CCOC1.C1CCOC1.C1CCOC1.C1CCOC1.C1CCOC1.C1CCOC1.C1CCOC1.CC(C)O.CC(C)O.O

Positions of all 118 atoms, in Å:
C 0.950 -2.578 4.614
C 0.185 -1.252 4.473
C 0.375 -0.547 5.809
O 1.698 -0.923 6.181
C 1.925 -2.253 5.756
H 1.495 -2.794 3.696
H 0.323 -3.422 4.891
H -0.874 -1.354 4.226
H 0.636 -0.687 3.656
H -0.274 -0.966 6.586
H 0.210 0.517 5.665
H 1.793 -2.926 6.612
H 2.978 -2.325 5.481
C -4.028 2.009 3.865
C -3.062 2.271 2.711
C -1.690 1.961 3.317
O -1.932 1.105 4.436
C -3.289 1.129 4.882
H -4.992 1.581 3.597
H -4.227 3.004 4.274
H -3.115 3.312 2.390
H -3.287 1.687 1.816
H -1.231 2.888 3.665
H -1.092 1.350 2.643
H -3.400 1.407 5.928
H -3.701 0.129 4.719
C 2.003 -2.004 -2.366
C 1.076 -1.594 -3.510
C 1.504 -2.451 -4.663
O 2.927 -2.574 -4.493
C 3.303 -2.148 -3.180
H 1.696 -2.944 -1.908
H 2.068 -1.239 -1.593
H 1.259 -0.547 -3.771
H 0.015 -1.660 -3.261
H 1.317 -1.980 -5.629
H 1.006 -3.424 -4.664
H 3.875 -1.218 -3.214
H 3.939 -2.949 -2.798
C -4.101 4.802 -1.946
C -3.569 3.903 -0.844
C -3.417 2.527 -1.537
O -4.148 2.660 -2.774
C -4.916 3.845 -2.775
H -3.277 5.176 -2.561
H -4.544 5.722 -1.561
H -4.209 3.776 0.028
H -2.596 4.293 -0.543
H -3.894 1.727 -0.970
H -2.384 2.328 -1.814
H -5.893 3.660 -2.306
H -5.142 4.161 -3.793
C -0.090 -5.166 -1.340
C 0.745 -5.881 -2.401
C -0.273 -6.071 -3.505
O -0.990 -4.864 -3.510
C -1.195 -4.465 -2.153
H 0.488 -4.431 -0.781
H -0.540 -5.880 -0.651
H 1.130 -6.813 -1.984
H 1.587 -5.265 -2.718
H -0.945 -6.922 -3.321
H 0.175 -6.350 -4.461
H -2.199 -4.781 -1.851
H -1.212 -3.377 -2.081
C -0.269 1.044 -0.544
C -1.272 0.043 -0.060
C -0.344 -1.037 0.482
O 0.782 -0.360 1.041
C 0.911 0.930 0.460
H -0.616 2.072 -0.629
H 0.146 0.683 -1.490
H -2.015 -0.354 -0.748
H -1.806 0.403 0.824
H -0.030 -1.724 -0.313
H -0.778 -1.664 1.260
H 1.854 1.038 -0.076
H 0.824 1.692 1.240
C 4.701 2.043 -3.324
C 3.662 2.269 -2.232
C 4.423 3.089 -1.191
O 5.736 2.520 -1.228
C 6.045 2.224 -2.592
H 4.572 2.832 -4.064
H 4.606 1.044 -3.742
H 3.330 1.336 -1.773
H 2.776 2.767 -2.628
H 4.019 3.001 -0.183
H 4.505 4.162 -1.397
H 6.602 1.288 -2.583
H 6.633 3.033 -3.031
O 3.628 -0.622 0.812
H 3.828 -0.272 1.684
H 2.661 -0.583 0.746
C 2.002 6.610 -1.675
C 0.631 6.092 -2.074
C 0.353 4.742 -1.452
O -0.339 7.021 -1.567
H 2.816 5.955 -2.005
H 2.157 6.643 -0.592
H 2.260 7.601 -2.048
H 0.473 6.039 -3.151
H 0.518 4.722 -0.373
H 0.997 3.991 -1.923
H -0.654 4.375 -1.657
H -0.110 7.090 -0.633
C -0.598 -4.525 2.390
C -1.941 -5.016 1.902
C -2.953 -5.061 3.049
O -2.337 -4.069 0.895
H -0.493 -3.455 2.551
H 0.155 -4.788 1.641
H -0.262 -5.013 3.306
H -1.958 -5.983 1.395
H -2.619 -5.870 3.709
H -3.945 -5.370 2.709
H -3.053 -4.194 3.701
H -3.166 -4.342 0.490

---

A cluster of 2 separate species, C4H12NO3 in total in a non-equilibrium geometry. Source: the OMol25 dataset; level of theory: ωB97M-V with the def2-TZVPD basis set.

Values from the calculation:
* LUMO level: 3.811 eV
* net charge: -1
* HOMO energy: -3.589 eV
* Kohn-Sham gap: 7.40 eV

Positions of all 20 atoms, in Å:
C -0.706 -0.401 2.038
C -0.173 0.723 1.267
C 1.255 1.334 1.944
O 2.140 1.903 1.090
N 0.203 0.450 -0.138
C 0.044 -0.911 -0.797
O -1.164 -1.289 -1.120
H -0.086 -1.407 1.751
H -1.745 -0.740 1.796
H -0.697 -0.272 3.069
H -0.868 1.547 1.316
H 0.936 2.057 2.597
H 1.874 0.731 2.522
H 2.219 1.186 0.360
H -0.363 1.072 -0.603
H 0.542 -0.859 -1.792
H 0.642 -1.588 0.046
H -1.222 -1.383 -2.754
H -2.265 -1.564 -3.627
O -1.339 -1.414 -3.774

---

A structure of composition C44H24HfN10O4S. Source: the OMol25 dataset; level of theory: ωB97M-V with the def2-TZVPD basis set.

Values from the calculation:
* LUMO level (alpha / beta): -1.613 / -1.667 eV
* HOMO energy (alpha / beta): -6.635 / -6.548 eV
* Kohn-Sham gap (alpha / beta): 5.02 / 4.88 eV

Positions of all 84 atoms, in Å:
Hf 0.423 0.141 0.509
C -0.764 -6.375 1.491
C -0.928 -6.398 0.099
C -0.971 -5.230 -0.642
C -0.830 -4.036 0.051
C -0.841 -2.643 -0.381
N -1.089 -2.283 -1.615
C -1.218 -1.016 -1.986
C -1.669 -0.650 -3.306
C -2.030 -1.413 -4.418
C -2.425 -0.733 -5.550
C -2.478 0.674 -5.580
C -2.135 1.429 -4.480
C -1.718 0.743 -3.338
C -1.295 1.191 -2.033
N -1.275 2.466 -1.673
C -1.073 2.830 -0.429
N -0.821 2.033 0.665
C -0.795 2.842 1.767
N -0.681 2.479 3.035
C -0.566 1.231 3.411
N -0.470 0.105 2.614
C -0.443 -0.973 3.432
N -0.443 -2.249 3.074
C -0.572 -2.609 1.818
N -0.648 -1.817 0.708
C -0.670 -4.013 1.429
C -0.638 -5.180 2.179
C -0.475 -0.555 4.827
C -0.455 -1.272 6.014
C -0.501 -0.544 7.191
C -0.576 0.855 7.177
C -0.610 1.565 5.990
C -0.553 0.832 4.812
C -0.963 4.226 1.373
C -0.964 5.410 2.104
C -1.132 6.586 1.399
C -1.312 6.581 0.006
C -1.325 5.403 -0.715
C -1.137 4.220 -0.008
N -0.986 0.113 -1.244
H -0.735 -7.312 2.031
H -1.025 -7.353 -0.400
H -1.102 -5.239 -1.715
H -1.994 -2.493 -4.384
H -2.706 -1.286 -6.437
H -2.799 1.165 -6.490
H -2.179 2.510 -4.491
H -0.514 -5.145 3.252
H -0.399 -2.352 6.011
H -0.478 -1.059 8.143
H -0.606 1.388 8.119
H -0.669 2.645 5.972
H -0.829 5.401 3.177
H -1.128 7.533 1.923
H -1.443 7.526 -0.506
H -1.466 5.392 -1.788
S 2.435 -1.569 1.103
C 2.660 -1.435 -0.627
C 3.728 -1.992 -1.349
C 3.788 -1.741 -2.700
C 2.819 -0.950 -3.317
C 1.803 -0.449 -2.550
N 1.719 -0.706 -1.231
H 4.471 -2.584 -0.838
H 4.600 -2.151 -3.289
H 2.859 -0.733 -4.374
H 1.027 0.175 -2.974
O 1.710 1.442 1.745
C 2.015 2.240 0.817
O 1.716 1.918 -0.369
C 2.587 3.571 1.130
C 2.897 4.451 0.100
C 3.351 5.728 0.391
C 3.482 6.134 1.710
C 3.156 5.237 2.713
C 2.713 3.956 2.458
N 3.269 5.678 4.120
O 3.677 6.805 4.324
O 2.955 4.886 4.983
H 2.765 4.126 -0.923
H 3.593 6.416 -0.408
H 3.822 7.124 1.971
H 2.450 3.284 3.261

---

The molecule C4H12N2S in a non-equilibrium geometry. Source: the OMol25 dataset; level of theory: ωB97M-V with the def2-TZVPD basis set.

Values from the calculation:
* LUMO level: 0.944 eV
* HOMO energy: -8.610 eV
* Kohn-Sham gap: 9.55 eV
* SMILES string: C[C@H](CS)NCN

Positions of all 19 atoms, in Å:
C -0.971 -1.739 -0.524
C 0.154 -0.778 -0.246
C 0.496 -0.837 1.250
S 2.202 -1.411 1.679
N -0.292 0.610 -0.591
C 0.340 1.906 -0.276
N -0.547 2.989 -0.618
H -1.830 -1.514 0.111
H -1.312 -1.888 -1.544
H -0.674 -2.731 -0.161
H 1.077 -0.913 -0.823
H 0.589 0.156 1.678
H -0.253 -1.350 1.847
H 2.008 -2.735 1.549
H -0.584 0.543 -1.551
H 0.512 1.933 0.795
H 1.302 1.968 -0.790
H -0.771 2.951 -1.611
H -1.444 2.841 -0.176

---

A structure of composition C7H13N in a non-equilibrium geometry. Source: the OMol25 dataset; level of theory: ωB97M-V with the def2-TZVPD basis set.

Values from the calculation:
* LUMO level: 0.608 eV
* HOMO energy: -6.919 eV
* Kohn-Sham gap: 7.53 eV

Positions of all 21 atoms, in Å:
C 1.409 1.545 -1.163
C 0.111 -1.752 1.427
C -2.440 0.114 -0.916
C 1.098 0.575 -0.041
C -0.405 -0.657 0.526
N 2.259 -0.020 0.513
C -0.035 0.768 0.741
C -1.695 -0.723 0.076
H 2.426 -0.950 0.159
H 3.101 0.533 0.454
H -0.730 1.561 0.502
H -2.338 -1.424 0.599
H 2.393 1.424 -1.620
H 0.680 1.536 -1.972
H 1.427 2.572 -0.795
H -0.710 -2.186 2.000
H 0.566 -2.549 0.834
H 0.851 -1.372 2.125
H -2.916 0.969 -0.426
H -1.790 0.507 -1.692
H -3.263 -0.472 -1.331